Molecular formula: C25H40F2InO
Method: DFT, ωB97M-V/def2-TZVPD

```
! RIJCOSX wB97M-V def2-TZVPD def2/J DEFGRID3
* xyz -1 1
H 2.84 -6.60 6.82
C 1.41 2.78 -4.34
H 1.24 0.75 -5.02
H 1.16 0.48 1.73
H 0.37 -6.71 6.70
H 0.82 3.49 -3.78
C -2.54 1.64 -2.47
H 0.92 -0.90 -2.20
H 1.40 -2.84 1.40
H -0.87 -5.15 5.21
C -0.98 6.80 3.06
C -0.44 1.14 -3.76
H -2.16 2.17 -4.56
C 0.19 7.54 2.99
H -1.68 6.96 3.87
H -2.41 0.56 -2.42
H 0.40 8.29 3.75
H -0.86 0.17 -4.01
H 1.46 -3.28 -3.28
F -0.60 4.72 0.14
H -1.24 3.10 -3.39
H -2.06 -5.62 -1.24
H 0.39 1.40 -0.50
C -0.49 -5.00 -2.54
H -1.30 -4.49 -3.08
H -3.59 1.83 -2.70
C 0.21 -5.12 5.28
C 2.98 -5.00 5.40
H 1.82 3.31 -5.21
H -1.33 2.95 -1.26
C -1.72 1.17 -0.06
H 1.52 6.18 0.18
O 0.27 -4.09 -1.81
C -1.26 5.84 2.09
In 0.28 -1.84 0.40
H 2.24 -1.88 -1.62
H -0.17 -2.60 -3.16
C -0.34 5.65 1.07
H -0.52 0.16 2.15
H 2.81 -3.41 3.94
C -2.13 2.24 -1.10
H 4.06 -4.95 5.44
C -1.62 2.11 -3.62
H 0.11 -5.52 -3.31
H -2.16 5.25 2.12
C -0.27 1.31 0.37
H 2.26 2.42 -3.77
C -1.12 -6.02 -1.61
C 0.58 1.59 -4.81
H -1.35 -6.93 -2.15
F 0.25 -3.37 3.71
C 0.91 -4.21 4.51
H 2.00 7.91 1.91
C 1.09 7.33 1.96
C 2.29 -4.13 4.56
H -0.19 2.27 0.88
C 1.15 -1.82 -1.68
C 0.83 6.37 0.99
C 0.19 0.20 1.31
H -2.98 2.81 -0.74
C 0.68 -2.96 -2.56
H -1.31 -2.68 0.39
C 2.30 -5.93 6.17
H 0.02 1.83 -5.71
H -2.32 1.33 0.83
H -1.90 0.17 -0.45
H 0.03 1.09 -2.78
C 0.91 -5.99 6.10
H -0.47 -6.25 -0.77
*
```

***

Molecular formula: C25H40F4O4S
Method: DFT, ωB97M-V/def2-TZVPD

```
! RIJCOSX wB97M-V def2-TZVPD def2/J DEFGRID3
* xyz 0 1
C -3.75 0.48 1.93
C 4.11 1.26 -0.05
H -2.98 1.45 4.96
O 3.96 0.59 0.94
H -4.56 -0.06 1.43
C -2.30 -1.81 -3.22
C -3.89 -1.07 3.96
H -3.07 0.86 1.16
C -1.54 -4.23 -2.73
H -3.30 -1.79 4.54
H -1.45 -4.94 -1.91
H -1.85 -5.77 -4.19
C 2.14 3.88 -2.17
C -2.37 -4.87 -3.85
H 2.02 6.61 -0.34
S 6.86 0.35 -0.34
H 1.88 1.54 1.17
H -0.54 -2.18 -4.46
H -4.32 -5.75 -4.22
C -3.00 -0.45 2.89
H -1.96 0.77 7.12
H 1.16 3.79 -1.72
F 7.57 -1.65 1.04
C 6.52 -0.83 1.06
H -3.74 -5.96 -2.56
C 3.15 2.91 -1.63
H -1.96 -0.60 6.02
C 3.02 2.15 -0.53
O 7.82 1.31 0.13
H 6.45 2.01 -2.47
O 7.31 -0.42 -1.46
H -1.42 -2.55 -1.41
H 3.50 5.57 0.06
C 5.39 1.26 -0.81
C -3.56 0.84 5.66
C 5.52 2.00 -1.91
H -2.75 -0.95 -2.72
H 0.00 0.23 1.15
C -2.10 -2.92 -2.19
H -5.24 0.56 4.36
H -2.55 -1.26 2.30
H 2.99 5.87 -2.79
F 5.43 -1.56 0.88
C -2.61 0.08 6.58
H -1.20 -0.55 -4.60
H -2.43 -4.21 -4.71
C 2.66 5.29 -1.93
H -4.36 -4.39 -3.10
H 1.00 -0.49 -0.13
C 0.17 0.18 0.07
H -5.14 -0.61 5.64
H -4.68 -1.65 3.48
H -0.70 -0.23 -0.45
C -3.78 -5.26 -3.40
H -4.14 1.55 6.27
H -0.29 -1.01 -3.16
H 2.08 3.75 -3.25
H -2.16 0.09 3.34
H -3.16 -0.51 7.32
H 0.80 1.46 -1.53
C 0.55 1.56 -0.47
C 1.74 2.15 0.28
C -4.54 -0.06 4.91
C 4.41 2.84 -2.43
H -3.02 -2.13 -3.98
C -1.01 -1.37 -3.90
H -4.17 1.34 2.45
C 2.74 5.86 -0.67
H -0.52 -4.07 -3.10
H -3.05 -3.11 -1.69
F 6.51 -0.21 2.22
F 1.47 3.45 0.72
O 4.54 3.40 -3.48
H -0.30 2.24 -0.44
*
```

Structure (SMILES)   C=CCC1=C([C@@H](F)CC)C(=O)C(S(=O)(=O)C(F)(F)F)=CC1=O.CCCCCC.CCCCCC

***

Molecular formula: C25H40F5I2N8NaO2STe
Method: DFT, ωB97M-V/def2-TZVPD

```
! RIJCOSX wB97M-V def2-TZVPD def2/J DEFGRID3
* xyz 0 1
H 2.41 5.47 -0.43
C 1.81 4.97 -1.18
F -3.77 2.44 2.35
H -1.61 -4.08 -0.26
H 1.30 5.68 -1.82
H 8.72 0.53 0.92
Na -0.61 0.09 0.29
H -2.94 -3.44 6.53
H -0.04 -1.95 -2.33
H 8.72 0.56 -1.60
N 0.86 -2.28 1.20
C 5.64 1.61 0.93
H 8.04 2.03 0.28
C 3.18 1.35 1.10
C 2.01 1.25 3.05
H -1.59 -3.36 1.34
C 7.88 0.96 0.36
H -2.60 -1.73 0.34
C -0.93 -1.33 -2.46
H -2.48 -1.98 7.44
Te -3.28 1.88 0.64
N -1.77 -1.97 -0.18
N 6.67 0.73 1.14
C 2.63 -1.42 -0.25
C 3.92 -1.44 -0.77
S -1.43 0.03 3.67
O -1.52 1.78 0.93
H 7.16 0.19 3.80
F -3.27 3.65 0.06
H 0.67 -3.11 -0.68
C 3.12 -0.08 -2.57
H 4.71 -1.99 -0.27
H 5.31 1.56 3.71
C 1.86 -0.14 -2.00
C -1.48 -1.14 4.84
C -0.84 -2.85 6.30
H 2.84 -3.08 1.07
C 2.29 -2.12 1.05
H 7.68 -0.73 -1.01
H 5.53 -0.74 2.06
H -2.93 -1.23 -1.72
H 8.48 -0.53 2.88
H 3.28 0.46 -3.50
F -5.11 1.92 0.27
H -0.29 -2.90 7.24
H -1.22 -1.40 -3.52
H -2.36 -2.87 -2.01
C -2.32 -2.54 6.51
C 0.29 -3.29 0.33
C 7.81 0.35 -1.04
H 3.11 1.44 4.89
H -1.34 0.67 -2.31
H 0.49 -1.59 5.11
H 3.16 1.42 0.02
O 5.70 2.49 0.09
H -3.49 -1.28 5.17
H 0.72 1.59 -2.51
C -1.23 -3.23 0.32
C 4.39 1.46 3.15
H 5.16 -0.72 -2.37
H 6.90 -1.33 1.15
N -0.43 -1.70 5.50
H 0.72 0.32 -3.74
C 6.57 -0.54 1.84
N -2.61 -1.72 5.34
C -2.07 -1.89 -1.61
I 0.37 3.76 -0.21
H 7.26 -1.56 3.61
C 7.42 -0.61 3.11
C 4.40 1.45 1.77
F -3.13 1.29 -1.15
H 1.04 1.14 3.53
C 0.66 0.51 -2.66
C 4.16 -0.74 -1.94
H -0.70 -3.79 5.75
N -0.59 0.03 -2.08
H 2.66 -1.51 1.87
H 0.63 -2.48 2.17
C 3.17 1.39 3.81
F -3.61 0.08 1.11
N 1.64 -0.77 -0.85
H 0.60 -4.31 0.60
N 2.02 1.20 1.72
H 6.97 0.80 -1.57
I 3.16 3.87 -2.40
*
```

Energy above the lowest of the compared OMol25 structures with the same formula, charge and spin   0.0000 eV

***

Molecular formula: C25H40IN2O12
Method: DFT, ωB97M-V/def2-TZVPD

```
! RIJCOSX wB97M-V def2-TZVPD def2/J DEFGRID3
* xyz -1 1
H 0.96 -4.03 -4.28
C 3.34 1.64 -0.98
C 3.09 -4.51 -4.34
C -1.14 1.62 2.83
C 5.05 -3.12 -0.32
H -6.10 2.02 4.88
C 5.19 3.61 -6.45
H 4.67 -5.05 0.57
H 3.80 -1.38 1.55
H 5.41 -3.84 1.66
C -2.16 2.45 2.05
O 5.93 -3.32 -1.11
H 2.41 -1.63 0.49
C -6.70 -0.33 4.19
H -1.61 1.23 3.73
H 3.05 -3.60 2.28
O 4.26 -2.03 -0.35
C 4.69 -4.00 0.86
H 6.09 1.68 -6.00
C 3.02 -5.98 -3.97
H 3.12 -4.31 -5.41
H 2.55 -4.00 0.64
C 1.86 -3.95 -3.65
C 3.30 -3.48 1.23
H 4.32 1.19 -0.89
H 3.99 -4.07 -3.89
C 5.11 2.13 -6.09
C 3.42 3.11 -1.34
O -7.48 -2.56 3.99
O 3.80 3.37 -4.57
C -10.56 0.07 3.84
H -7.82 1.29 3.36
H -9.08 0.68 5.31
C 4.41 2.17 -4.74
O -5.32 -2.24 3.70
O 4.35 1.28 -3.95
H 0.42 2.42 4.12
O -0.82 3.89 3.34
H 1.98 -2.91 -3.36
H 4.33 3.55 -0.92
C -7.99 0.22 3.52
C -0.10 2.66 3.19
H -10.83 1.07 3.54
H 4.10 5.22 -5.46
C 2.64 1.68 0.37
H -8.12 -0.25 2.54
O -2.74 4.75 2.56
H 2.34 4.72 -0.34
O 2.58 0.79 1.17
H -9.07 -1.02 4.90
N -5.23 1.54 4.70
C 2.20 3.68 -0.63
H -3.17 2.08 2.18
C 3.37 -2.02 0.79
O 2.04 2.88 0.55
H 1.29 3.60 -1.24
H -0.74 0.78 2.27
H -4.77 -0.07 3.53
I -10.83 -1.34 2.24
H 4.49 1.57 -6.79
H -6.85 -0.18 5.28
H 2.72 1.08 -1.68
N -5.57 0.49 3.79
H 3.42 3.30 -2.41
H 0.65 2.79 2.40
H 4.00 -6.43 -3.87
H 3.06 4.09 -6.36
H -1.91 2.50 0.98
H -5.02 1.07 5.59
C -9.17 -0.02 4.47
C -1.99 3.82 2.66
O 2.23 -6.84 -1.85
H -11.29 -0.23 4.60
C -6.48 -1.82 3.93
H 6.09 4.04 -6.03
C 2.29 -5.95 -2.64
H 5.19 3.80 -7.52
O 1.67 -4.76 -2.48
C 3.97 4.18 -5.75
H 2.42 -6.55 -4.69
*
```

***

Molecular formula: C25H40NO20
Method: DFT, ωB97M-V/def2-TZVPD

```
! RIJCOSX wB97M-V def2-TZVPD def2/J DEFGRID3
* xyz 1 1
O 2.45 0.15 -3.82
C 4.26 3.37 -11.44
H -3.33 0.17 4.40
O 4.01 1.79 -3.58
O -8.78 -5.01 0.53
H 1.25 4.05 -12.42
C 0.57 -2.71 2.40
N 2.62 -2.90 4.03
O -3.17 -4.77 3.05
H -5.62 -6.76 1.88
O -1.73 0.03 6.54
H 1.60 -0.67 -2.15
H 6.75 3.74 -10.66
H 3.30 -0.19 -1.96
O 3.33 1.01 -5.61
H -10.78 -4.59 0.41
C 0.32 -0.33 0.94
C -0.22 -5.63 3.31
H -1.37 -3.35 5.49
O 5.39 3.27 -12.17
H -2.72 -2.55 4.45
H 3.97 2.96 -5.98
H -1.68 0.76 3.97
C 0.96 7.87 1.79
O -2.65 1.82 5.48
C -2.39 -3.51 4.99
H -4.65 -5.86 0.70
C -2.69 1.05 4.28
H -10.35 -5.77 1.66
O 1.24 6.36 -0.38
C -10.04 -4.84 1.18
H 2.92 4.37 -0.98
H -3.12 1.68 3.50
H 0.95 8.28 2.80
H 1.10 1.43 1.49
H -10.00 -4.03 1.90
H 4.15 1.81 -7.31
O 0.82 0.99 0.64
H 3.15 -3.44 4.73
C -1.64 1.44 8.79
H -0.06 7.84 1.41
O -1.40 -5.85 4.09
H 7.40 2.89 -12.08
H 1.59 8.50 1.16
O -7.86 -5.47 2.56
O 1.51 6.55 1.87
H -5.27 -5.01 2.13
H -0.59 1.16 8.67
H 5.26 1.72 -5.94
H -2.23 0.57 9.10
C -2.32 -4.75 3.98
H -0.39 -3.16 1.95
C -7.77 -5.32 1.36
C 2.24 3.90 -0.27
H 2.77 0.32 2.37
O -0.75 -0.66 0.37
C 2.34 0.09 -2.40
C 1.07 -1.28 1.97
H 1.95 -5.62 4.07
C 4.23 1.93 -6.23
O -2.16 2.00 7.59
O -0.23 -6.04 2.13
H 2.67 2.94 0.03
H -1.71 2.20 9.57
H 2.00 1.05 -2.00
O -6.65 -5.45 0.63
H 1.69 2.88 -11.17
C 1.01 -4.93 4.04
H 1.27 3.71 -0.73
H -3.18 -3.67 5.83
C 3.33 1.06 -4.27
H 6.43 1.98 -10.91
O 2.10 4.69 0.91
C 6.55 2.95 -11.40
C 1.58 5.91 0.69
C 1.99 3.81 -11.65
C 2.38 -0.71 2.63
H 0.73 -4.78 5.15
C 3.12 -1.60 3.67
H 4.05 -1.22 4.20
C -5.49 -5.79 1.39
C 1.41 -3.50 3.47
C -2.14 1.17 6.53
O 3.26 3.67 -12.28
H 2.01 4.63 -10.93
O 4.17 3.22 -10.25
*
```

***

Molecular formula: C25H41BF15NO11PS
Method: DFT, ωB97M-V/def2-TZVPD

```
! RIJCOSX wB97M-V def2-TZVPD def2/J DEFGRID3
* xyz 1 1
H 5.07 5.05 -5.27
C -6.67 4.08 -2.66
O 7.17 6.52 -4.44
H -1.22 -4.31 -4.08
H 0.23 0.68 0.57
C 0.12 -4.46 7.85
F 0.65 -3.29 7.47
H -2.59 -4.28 3.21
H 4.63 -7.16 6.37
H 4.25 -5.44 6.18
F -4.34 1.85 -5.14
H -3.35 -5.59 -4.39
H 2.86 -3.24 1.72
H -7.86 4.26 -4.43
H -1.39 -3.89 4.46
C -7.36 4.91 -3.71
F -3.22 1.74 -3.28
F 8.88 6.79 -6.48
C -3.67 2.58 -4.25
C 2.68 2.97 -2.19
O 0.70 -6.64 7.01
C -3.00 -3.38 -2.54
H -1.09 0.64 2.57
F -4.78 -1.78 -2.45
H 2.83 -7.36 8.11
O -2.77 -2.96 -3.77
C -2.43 -3.77 4.16
C 1.32 2.88 -1.46
H -6.13 4.71 -1.94
B 0.20 -1.82 2.67
H -1.42 1.86 -1.70
P -2.91 -1.99 4.06
H -1.66 -3.24 -5.43
C 3.84 -6.42 6.44
H -0.23 2.39 0.45
H -3.05 -4.23 4.93
F -2.61 3.11 -4.84
O 1.22 1.70 -0.85
C 5.94 6.25 -3.71
C 2.17 -1.83 4.23
O 2.28 -5.36 8.01
F -1.03 -4.62 7.19
H 3.93 5.64 -4.06
C 7.26 7.72 -4.99
F -4.23 -2.78 -0.61
F 9.61 7.96 -4.80
H 5.71 7.12 -3.10
O -2.66 -4.41 -2.03
N 1.51 -2.16 2.96
H 1.98 -1.93 0.90
C -2.05 -3.88 -4.64
F 8.64 8.94 -6.48
O 6.46 8.61 -4.94
H 3.29 -1.55 2.04
F 3.67 3.12 -1.29
C 4.81 5.90 -4.64
C -3.76 -2.28 -1.76
O -5.72 3.16 -3.26
O -0.42 -1.87 1.45
H 2.45 -0.77 4.26
C 0.00 1.49 -0.12
H 3.07 -6.68 5.72
H 1.53 -2.07 5.08
F -2.91 -1.28 -1.45
C -1.15 1.07 -1.00
H -3.10 -0.79 1.93
O 0.53 3.77 -1.44
H -3.04 -2.53 1.63
O -4.18 4.80 -3.48
H 4.55 6.74 -5.29
H -0.51 1.21 4.17
C 8.63 7.86 -5.71
F -0.15 -4.39 9.16
H -3.81 -4.49 -5.72
H -0.88 0.18 -1.57
H -2.02 0.85 -0.38
H -0.57 -2.73 1.05
C -3.42 -1.77 2.31
H -6.66 5.56 -4.23
S -0.89 -1.16 4.15
H 6.20 5.42 -3.06
H -7.36 3.44 -2.12
H 4.04 -6.15 8.58
F 2.70 4.02 -3.00
C 2.46 -2.23 1.83
C 3.28 -6.41 7.84
F 2.93 1.87 -2.91
C -4.56 3.68 -3.62
H -2.21 0.81 3.94
H -4.51 -1.80 2.32
C -2.97 -4.95 -5.19
H 3.08 -2.42 4.32
H -2.42 -5.57 -5.89
H -8.12 5.54 -3.23
C 1.07 -5.64 7.55
C -1.19 0.55 3.65
*
```

***

| no. | electronic energy (eV) |
| --- | --- |
| 1 | -39228.185 |
| 2 | -56463.812 |
| 3 | -94927.802 |
| 4 | -62226.806 |
| 5 | -69001.625 |
| 6 | -112163.500 |